(1)
This record from the Open Molecules 2025 dataset describes 2 unconnected molecules or ions with the total composition C4H12N2O in a non-equilibrium geometry. The level of theory is ωB97M-V/def2-TZVPD.

Results
* Kohn-Sham gap: 9.226 eV
* SMILES string: N/C=C/CCN.O
* LUMO energy: 0.89 eV

Each line ends with the Mulliken charge.
Positions of all 19 atoms, in Å:
N 1.149 -1.352 0.599  -0.513
C 0.144 -0.532 0.119  -0.169
C 0.207 0.841 0.450  -0.495
C -0.790 1.844 0.298  -0.388
C -1.742 1.574 -0.833  -0.520
N -2.733 0.511 -0.636  -0.542
H 0.581 -1.892 1.187  0.242
H 1.878 -0.888 1.300  0.299
H -0.390 -0.676 -0.827  0.275
H 1.156 1.122 0.911  0.272
H -0.348 2.853 0.057  0.268
H -1.229 1.946 1.229  0.302
H -1.055 1.282 -1.723  0.265
H -2.348 2.588 -0.977  0.316
H -3.538 0.524 -1.197  0.202
H -2.416 -0.465 -0.707  0.205
O 4.216 -2.988 0.360  -0.681
H 3.535 -2.389 0.025  0.331
H 3.724 -3.902 0.365  0.332

(2)
This record from the Open Molecules 2025 dataset describes a single C3H2N2S molecule in a non-equilibrium geometry. The level of theory is ωB97M-V/def2-TZVPD.

Results
* Kohn-Sham gap: 7.338 eV
* SMILES string: S=C1C=NN=C1
* LUMO energy: -2.33 eV

Each line ends with the Mulliken charge.
Positions of all 8 atoms, in Å:
S 2.272 -0.008 -0.119  -0.262
C 0.736 0.015 0.088  0.634
C -0.216 1.101 0.018  -0.189
N -1.377 0.628 -0.091  -0.304
N -1.281 -0.773 -0.212  -0.290
C -0.118 -1.074 0.030  -0.271
H -0.074 2.277 -0.007  0.328
H 0.059 -2.167 0.292  0.354

(3)
This record from the Open Molecules 2025 dataset describes a molecular structure, C7H9ClF2O in a non-equilibrium geometry. The level of theory is ωB97M-V/def2-TZVPD.

Results
* Kohn-Sham gap: 10.488 eV
* LUMO energy: 0.69 eV

Each line ends with the Mulliken charge.
Positions of all 20 atoms, in Å:
C 0.035 0.936 -1.315  0.673
C 0.495 1.084 1.350  -1.265
C -0.416 0.778 0.104  -0.140
C -0.099 -1.014 0.656  0.227
C 0.202 -0.274 1.940  1.314
C -1.109 0.742 -2.284  -1.217
C 1.108 -1.708 -0.020  -1.466
O 1.174 1.199 -1.580  -0.557
F 1.223 -0.818 2.705  -0.355
F -0.882 -0.150 2.868  -0.326
Cl -1.561 -1.953 0.546  -0.171
H 1.560 1.363 0.943  0.277
H 0.038 1.899 1.925  0.383
H -1.477 1.036 0.088  0.503
H -1.933 -0.003 -1.900  0.245
H -0.893 0.678 -3.350  0.374
H -1.590 1.773 -2.168  0.328
H 0.797 -2.165 -0.957  0.388
H 1.506 -2.336 0.792  0.338
H 1.824 -1.066 -0.343  0.448

(4)
This record from the Open Molecules 2025 dataset describes a gas-phase ion, C8H19N6 (charge +1) in a non-equilibrium geometry. The level of theory is ωB97M-V/def2-TZVPD.

Results
* Kohn-Sham gap: 8.344 eV
* charge: +1
* SMILES string: CCNn1nnc(C)[n+]1CCCCN
* LUMO energy: -3.79 eV

Each line ends with the Mulliken charge.
Positions of all 33 atoms, in Å:
C 0.061 1.808 2.290  -0.933
C -0.617 2.669 1.201  -0.451
N -0.996 1.942 -0.048  -0.501
N -1.629 0.751 0.180  0.762
N -2.488 0.449 1.086  -0.374
N -2.864 -0.791 1.024  -0.475
C -2.179 -1.300 -0.050  0.749
C -2.331 -2.744 -0.478  -1.067
N -1.424 -0.347 -0.574  0.222
C -0.584 -0.573 -1.769  -0.698
C 0.857 0.038 -1.720  -0.699
C 1.529 0.067 -0.308  -0.252
C 3.040 -0.405 -0.386  -0.724
N 3.168 -1.765 0.201  -0.612
H 1.159 1.784 2.213  0.315
H -0.307 0.773 2.364  0.244
H -0.175 2.283 3.261  0.343
H -1.489 3.241 1.560  0.424
H 0.127 3.426 0.888  0.322
H -1.579 2.535 -0.638  0.292
H -2.144 -2.831 -1.557  0.374
H -1.630 -3.374 0.099  0.285
H -3.355 -3.058 -0.230  0.380
H -0.508 -1.642 -1.998  0.358
H -1.101 -0.102 -2.628  0.180
H 0.811 1.062 -2.120  0.317
H 1.475 -0.574 -2.401  0.558
H 0.964 -0.477 0.467  0.420
H 1.583 1.131 -0.010  0.008
H 3.416 -0.358 -1.423  0.384
H 3.635 0.264 0.260  0.338
H 2.286 -2.244 0.044  0.227
H 3.290 -1.638 1.202  0.281

(5)
This record from the Open Molecules 2025 dataset describes a molecular structure, C15H27N5NiO4S. The level of theory is ωB97M-V/def2-TZVPD.

Results
* Kohn-Sham gap (alpha / beta): 7.932 / 7.966 eV
* LUMO energy (alpha / beta): 0.17 / 0.16 eV

Each line ends with the Mulliken charge.
Positions of all 53 atoms, in Å:
Ni -0.491 -0.625 -0.993  -0.257
N -2.120 2.268 -0.180  0.509
C -3.020 1.909 -1.312  -1.065
C -2.354 1.113 -2.414  -0.586
N -2.099 -0.357 -2.211  0.790
C -3.227 -1.091 -1.605  -0.614
C -2.749 -2.254 -0.742  -0.774
N -1.621 -1.782 0.068  -0.096
C -1.734 -0.866 -3.553  -0.752
C -1.232 -2.299 -3.608  -1.116
N -0.097 -2.494 -2.709  -0.319
H -1.431 1.521 -0.003  -0.044
H -2.670 2.342 0.683  0.381
H -3.935 1.452 -0.931  0.352
H -3.286 2.879 -1.727  0.442
H -2.985 1.225 -3.304  0.511
H -1.384 1.563 -2.629  0.334
H -3.752 -0.414 -0.936  0.311
H -3.943 -1.422 -2.365  0.249
H -3.580 -2.615 -0.132  0.474
H -2.398 -3.089 -1.344  0.321
H -1.867 -1.285 0.930  0.293
H -1.014 -2.541 0.358  0.262
H -2.598 -0.776 -4.226  0.475
H -0.949 -0.202 -3.917  0.430
H -2.023 -3.002 -3.342  0.332
H -1.001 -2.495 -4.662  0.485
H 0.157 -3.473 -2.655  0.230
H 0.709 -1.982 -3.051  0.222
C 4.936 1.247 5.187  -1.418
C 3.753 1.075 4.272  0.978
C 3.094 -0.150 4.180  -0.783
C 2.020 -0.320 3.323  -0.460
C 1.600 0.752 2.551  -0.440
C 2.229 1.983 2.632  -0.223
C 3.307 2.137 3.491  -0.687
S 0.226 0.563 1.441  0.794
O -0.837 -0.191 2.186  -0.847
O -1.459 3.438 -0.429  -0.777
N 0.849 -0.559 0.363  0.081
C 2.087 -0.142 -0.307  -0.307
C 1.833 0.521 -1.659  0.381
O 2.718 1.019 -2.316  -0.696
O 0.584 0.407 -2.064  -0.510
H 4.994 0.439 5.915  0.351
H 4.881 2.192 5.726  0.368
H 5.866 1.250 4.615  0.289
H 3.427 -0.981 4.792  0.302
H 1.503 -1.268 3.250  0.432
H 1.876 2.811 2.026  0.496
H 3.808 3.096 3.558  0.376
H 2.679 -1.039 -0.512  0.253
H 2.719 0.513 0.294  0.269